#P
# CH3NOS2

An isolated molecule of CH3NOS2 (ωB97M-V with the def2-TZVPD basis set, the OMol25 dataset).

Output
- frontier orbital gap (eV) = 9.37
- highest occupied orbital energy (eV) = -9.67

```
! wB97M-V def2-TZVPD RIJCOSX def2/J DEFGRID3
* xyz 0 1
C 0.816 -0.521 -0.188
N -0.559 -0.824 0.119
O -1.663 1.787 0.642
S 0.772 1.159 -0.932
S -1.327 0.979 -0.495
H 1.489 -0.509 0.674
H 1.207 -1.213 -0.938
H -0.735 -0.858 1.118
*
```

#Q
# CH3NOS2

An isolated molecule of CH3NOS2 (ωB97M-V with the def2-TZVPD basis set, the OMol25 dataset).

Output
- SMILES = NC(=S)SO
- frontier orbital gap (eV) = 8.52
- highest occupied orbital energy (eV) = -8.43

```
! wB97M-V def2-TZVPD RIJCOSX def2/J DEFGRID3
* xyz 0 1
C 0.707 -0.149 0.446
N 0.930 0.056 -0.838
O -1.956 0.023 -0.074
S 1.803 -0.718 1.461
S -0.906 0.449 1.178
H 1.907 -0.142 -1.166
H 0.237 0.607 -1.451
H -2.723 -0.125 0.444
*
```

Energy ordering: #Q at the bottom, the next structure 0.924 eV above.

#P
# H3NO2S2

A structure of composition H3NO2S2 (ωB97M-V with the def2-TZVPD basis set, the OMol25 dataset).

Output
- frontier orbital gap (spin up / spin down) (eV) = 8.19 / 4.82
- highest occupied orbital energy (spin up / spin down) (eV) = -9.18 / -7.55

```
! wB97M-V def2-TZVPD RIJCOSX def2/J DEFGRID3
* xyz 0 1
N 1.244 -0.081 -0.172
O -0.994 0.484 0.812
O 1.930 0.420 -1.214
S -3.009 -1.042 -0.198
S -2.364 0.707 0.194
H 1.887 0.152 0.592
H 1.218 -1.138 -0.226
H 0.088 0.498 0.212
*
```

#Q
# H3NO2S2

An isolated molecule of H3NO2S2 (ωB97M-V with the def2-TZVPD basis set, the OMol25 dataset).

Output
- frontier orbital gap (eV) = 9.79
- highest occupied orbital energy (eV) = -9.46

```
! wB97M-V def2-TZVPD RIJCOSX def2/J DEFGRID3
* xyz 0 1
N -1.369 0.117 -0.020
O -0.315 -1.860 -0.588
O 1.176 -0.313 0.979
S 2.039 0.393 -0.320
S -0.389 -1.071 0.632
H -1.645 -0.133 -0.991
H -1.414 1.159 0.156
H 1.917 1.709 0.152
*
```

Energy ordering: #Q at the bottom, the next structure 2.661 eV above.

#P
# C22H26N2O4

An isolated molecule of C22H26N2O4 (ωB97M-V with the def2-TZVPD basis set, the OMol25 dataset).

Output
- SMILES = CCOC(=O)CCNC(=O)CCNC(=O)C(c1ccccc1)c1ccccc1
- frontier orbital gap (eV) = 9.85
- highest occupied orbital energy (eV) = -9.16

```
! wB97M-V def2-TZVPD RIJCOSX def2/J DEFGRID3
* xyz 0 1
C -1.328 1.918 2.800
C -0.375 2.971 2.254
H -0.511 3.099 1.175
H -0.519 3.931 2.756
O 0.984 2.603 2.505
C 1.690 2.069 1.512
O 1.286 1.928 0.384
C 3.066 1.671 1.986
H 3.456 2.447 2.644
C 3.012 0.343 2.766
N 2.577 -0.762 1.945
C 3.434 -1.331 1.076
O 4.607 -1.016 1.008
C 2.906 -2.467 0.200
H 3.216 -2.240 -0.823
H 3.459 -3.359 0.505
C 1.412 -2.785 0.226
N 0.604 -1.794 -0.450
C -0.159 -0.895 0.189
O -0.208 -0.838 1.411
C -0.962 0.063 -0.684
C -0.676 -0.093 -2.158
C -1.466 -0.877 -2.990
C -1.154 -1.005 -4.333
C -0.049 -0.357 -4.858
C 0.743 0.426 -4.034
C 0.432 0.559 -2.693
H 1.045 1.170 -2.047
H 1.604 0.938 -4.439
H 0.190 -0.457 -5.906
H -1.778 -1.613 -4.971
H -2.333 -1.382 -2.590
C -2.430 -0.050 -0.352
C -3.228 1.087 -0.357
C -4.580 0.999 -0.079
C -5.151 -0.229 0.212
C -4.363 -1.366 0.220
C -3.011 -1.278 -0.063
H -2.401 -2.171 -0.049
H -4.801 -2.327 0.448
H -6.206 -0.299 0.432
H -5.190 1.890 -0.086
H -2.786 2.047 -0.583
H -0.615 1.058 -0.383
H 0.667 -1.744 -1.457
H 1.046 -2.871 1.252
H 1.253 -3.746 -0.275
H 1.574 -0.905 1.875
H 4.022 0.117 3.120
H 2.332 0.433 3.614
H 3.722 1.544 1.125
H -2.352 2.188 2.557
H -1.225 1.844 3.879
H -1.107 0.946 2.362
*
```

#Q
# C22H26N2O4

A cluster of 2 separate species, C22H26N2O4 in total (ωB97M-V with the def2-TZVPD basis set, the OMol25 dataset).

Output
- frontier orbital gap (eV) = 6.23
- highest occupied orbital energy (eV) = -7.91

```
! wB97M-V def2-TZVPD RIJCOSX def2/J DEFGRID3
* xyz 0 1
O 3.730 2.073 1.008
C 4.063 0.898 1.261
O 4.397 0.264 2.284
C 3.970 -0.053 0.024
C 4.967 -1.231 0.032
C 4.133 -2.416 0.380
C 2.783 -2.026 0.458
C 1.795 -2.935 0.824
C 2.151 -4.276 1.000
C 3.495 -4.673 0.901
C 4.499 -3.738 0.621
N 2.668 -0.661 0.213
C 1.553 0.092 0.238
C 0.235 -0.387 0.222
C -0.775 0.212 0.959
C -2.018 -0.446 1.286
C -2.767 -0.077 2.440
C -3.915 -0.773 2.802
C -4.359 -1.855 2.024
C -3.646 -2.225 0.876
C -2.494 -1.531 0.507
H 4.007 0.537 -0.895
H 5.406 -1.320 -0.972
H 5.784 -1.065 0.743
H 0.777 -2.595 0.972
H 1.380 -5.016 1.220
H 3.759 -5.721 1.054
H 5.556 -4.017 0.578
H 1.743 1.169 0.252
H 0.021 -1.275 -0.381
H -0.503 1.095 1.550
H -2.395 0.749 3.052
H -4.465 -0.482 3.700
H -5.260 -2.400 2.313
H -3.987 -3.066 0.271
H -1.942 -1.831 -0.384
O -0.015 4.362 -2.019
C -0.012 3.732 -0.737
C -1.430 3.251 -0.525
N -1.809 2.497 -1.683
C -3.209 2.162 -1.766
C -3.480 1.605 -3.145
O -3.018 2.597 -4.058
H 0.827 4.823 -2.148
H 0.673 2.873 -0.735
H 0.248 4.462 0.039
H -1.511 2.593 0.347
H -2.084 4.132 -0.372
H -1.489 2.955 -2.539
H -3.431 1.423 -0.983
H -3.850 3.054 -1.614
H -2.909 0.679 -3.280
H -4.557 1.450 -3.266
H -3.291 2.352 -4.953
*
```

Energy ordering: #P at the bottom, the next structure 4.805 eV above.

#P
# CH6BNO

An isolated molecule of CH6BNO (ωB97M-V with the def2-TZVPD basis set, the OMol25 dataset).

Output
- SMILES = CB(N)O
- frontier orbital gap (eV) = 10.34
- highest occupied orbital energy (eV) = -9.88

```
! wB97M-V def2-TZVPD RIJCOSX def2/J DEFGRID3
* xyz 0 1
B -0.218 -0.238 -0.561
C -0.707 -0.323 0.952
N 0.536 1.141 -0.965
O -0.143 -1.353 -1.283
H -0.947 0.723 1.258
H 0.011 -0.818 1.643
H -1.598 -0.877 0.948
H 0.016 1.852 -0.450
H 0.819 1.425 -1.891
H 0.233 -1.045 -2.142
*
```

#Q
# CH6BNO

An isolated molecule of CH6BNO (ωB97M-V with the def2-TZVPD basis set, the OMol25 dataset).

Output
- SMILES = CBON
- frontier orbital gap (eV) = 10.54
- highest occupied orbital energy (eV) = -9.76

```
! wB97M-V def2-TZVPD RIJCOSX def2/J DEFGRID3
* xyz 0 1
B 0.042 -0.105 -0.301
C 1.438 0.419 -0.166
N -2.344 0.127 -0.179
O -1.049 0.427 0.238
H -0.006 -1.008 -0.981
H 2.127 -0.110 0.326
H 1.392 1.352 0.368
H 1.793 0.528 -1.107
H -2.954 0.242 0.588
H -2.395 -0.933 -0.371
*
```

#R
# CH6BNO

A cluster of 2 separate species, CH6BNO in total (ωB97M-V with the def2-TZVPD basis set, the OMol25 dataset).

Output
- SMILES = CB=O.N
- frontier orbital gap (eV) = 10.70
- highest occupied orbital energy (eV) = -10.32

```
! wB97M-V def2-TZVPD RIJCOSX def2/J DEFGRID3
* xyz 0 1
B -0.871 0.970 -0.214
C -1.478 -0.376 0.272
N 1.911 -0.434 -0.055
O -0.380 1.967 -0.696
H 1.028 -0.307 -0.523
H -0.505 -0.983 0.548
H -1.831 -0.849 -0.664
H -2.242 -0.154 1.063
H 2.643 0.169 -0.587
H 1.726 -0.002 0.857
*
```

Energy ordering: #P at the bottom, the next structure 1.008 eV above.

#P
# H2N2O3S

An isolated molecule of H2N2O3S (ωB97M-V with the def2-TZVPD basis set, the OMol25 dataset).

Output
- frontier orbital gap (spin up / spin down) (eV) = 8.43 / 8.39
- highest occupied orbital energy (spin up / spin down) (eV) = -9.99 / -10.33

```
! wB97M-V def2-TZVPD RIJCOSX def2/J DEFGRID3
* xyz 0 1
N -1.233 -0.039 -0.779
N -0.280 0.075 1.193
O 1.718 -1.166 -0.267
O 1.940 1.288 -0.103
O -1.071 -0.645 0.408
S 1.111 0.126 -0.201
H -1.670 -0.712 -1.405
H -0.516 1.073 1.153
*
```

#Q
# H2N2O3S

An isolated molecule of H2N2O3S (ωB97M-V with the def2-TZVPD basis set, the OMol25 dataset).

Output
- frontier orbital gap (eV) = 9.43
- highest occupied orbital energy (eV) = -9.13

```
! wB97M-V def2-TZVPD RIJCOSX def2/J DEFGRID3
* xyz 0 1
N -1.617 0.023 0.184
N 1.688 -0.368 -0.022
O 1.183 -0.705 -1.004
O 2.561 -0.665 0.705
O 0.812 1.001 0.458
S -0.428 1.033 -0.571
H -2.382 0.629 0.464
H -1.817 -0.949 -0.214
*
```

Energy ordering: #Q at the bottom, the next structure 0.949 eV above.

#P
# H2N2O3S

A structure of composition H2N2O3S (ωB97M-V with the def2-TZVPD basis set, the OMol25 dataset).

Output
- frontier orbital gap (spin up / spin down) (eV) = 9.30 / 7.64
- highest occupied orbital energy (spin up / spin down) (eV) = -10.95 / -10.44

```
! wB97M-V def2-TZVPD RIJCOSX def2/J DEFGRID3
* xyz 0 1
N -0.605 -0.829 0.899
N 1.247 0.301 -0.416
O -1.196 0.141 -1.422
O -0.703 1.650 0.477
O 1.236 -0.948 -0.202
S -0.574 0.390 -0.174
H -1.240 -1.551 0.608
H 1.835 0.845 0.229
*
```

#Q
# H2N2O3S

A cluster of 2 separate species, H2N2O3S in total (ωB97M-V with the def2-TZVPD basis set, the OMol25 dataset).

Output
- frontier orbital gap (spin up / spin down) (eV) = 8.36 / 8.37
- highest occupied orbital energy (spin up / spin down) (eV) = -10.10 / -10.10

```
! wB97M-V def2-TZVPD RIJCOSX def2/J DEFGRID3
* xyz 0 1
N -0.738 -0.416 -0.775
N 0.950 1.079 0.625
O 0.888 1.601 -0.456
O 1.544 1.510 1.538
O 0.363 -0.094 0.796
S -1.009 -1.957 -0.788
H 0.053 0.067 -1.249
H -2.050 -1.790 0.308
*
```

#R
# H2N2O3S

A cluster of 2 separate species, H2N2O3S in total (ωB97M-V with the def2-TZVPD basis set, the OMol25 dataset).

Output
- frontier orbital gap (spin up / spin down) (eV) = 8.41 / 8.41
- highest occupied orbital energy (spin up / spin down) (eV) = -9.46 / -9.46

```
! wB97M-V def2-TZVPD RIJCOSX def2/J DEFGRID3
* xyz 0 1
N -0.701 -1.084 0.581
N -0.141 -0.102 0.239
O -3.491 -0.727 -0.750
O -2.046 1.218 0.036
O 1.191 -0.130 -0.099
S -2.837 -0.061 0.349
H -1.036 1.117 0.005
H 1.563 -1.051 -0.089
*
```

Energy ordering: #R at the bottom, the next structure 2.167 eV above.

#P
# H2N2O3S

An isolated molecule of H2N2O3S (ωB97M-V with the def2-TZVPD basis set, the OMol25 dataset).

Output
- frontier orbital gap (eV) = 10.57
- highest occupied orbital energy (eV) = -10.40

```
! wB97M-V def2-TZVPD RIJCOSX def2/J DEFGRID3
* xyz 0 1
N 1.573 0.214 0.132
N -1.960 -0.332 -0.195
O -0.855 -0.401 0.626
O -2.497 -1.384 -0.218
O -0.261 1.645 -0.695
S 0.149 0.981 0.489
H 1.977 -0.542 0.611
H 1.875 -0.183 -0.750
*
```

#Q
# H2N2O3S

A structure of composition H2N2O3S (ωB97M-V with the def2-TZVPD basis set, the OMol25 dataset).

Output
- frontier orbital gap (spin up / spin down) (eV) = 8.81 / 8.81
- highest occupied orbital energy (spin up / spin down) (eV) = -10.54 / -10.54

```
! wB97M-V def2-TZVPD RIJCOSX def2/J DEFGRID3
* xyz 0 1
N 0.120 -1.597 -0.725
N 0.207 1.176 0.823
O 0.740 0.945 1.886
O 0.456 2.019 -0.004
O -1.692 0.588 -1.057
S -1.236 0.011 0.168
H 0.892 -1.126 -1.131
H 0.513 -2.015 0.040
*
```

#R
# H2N2O3S

A cluster of 2 separate species, H2N2O3S in total (ωB97M-V with the def2-TZVPD basis set, the OMol25 dataset).

Output
- SMILES = O=[N+]([O-])O.N=S
- frontier orbital gap (spin up / spin down) (eV) = 7.26 / 7.27
- highest occupied orbital energy (spin up / spin down) (eV) = -10.08 / -10.09

```
! wB97M-V def2-TZVPD RIJCOSX def2/J DEFGRID3
* xyz 0 1
N -1.606 0.035 -0.130
N 1.632 -0.007 -0.041
O 0.705 -0.280 0.940
O 2.748 -0.201 0.298
O 1.233 0.520 -1.048
S -3.042 -0.357 0.416
H -1.354 0.472 -0.946
H -0.316 -0.182 0.510
*
```

Energy ordering: #P at the bottom, the next structure 1.681 eV above.

#P
# C6H10N2O2

An isolated molecule of C6H10N2O2 (ωB97M-V with the def2-TZVPD basis set, the OMol25 dataset).

Output
- SMILES = COC(OC)n1ccnc1
- frontier orbital gap (eV) = 9.64
- highest occupied orbital energy (eV) = -8.77

```
! wB97M-V def2-TZVPD RIJCOSX def2/J DEFGRID3
* xyz 0 1
C -2.951 0.421 0.667
C -1.597 0.435 0.996
C -1.846 0.084 -1.180
C 2.549 1.516 -0.581
C 0.689 -1.926 0.788
C 0.545 0.099 -0.387
N -3.038 0.237 -0.707
N -0.887 0.215 -0.130
O 1.138 1.312 -0.477
O 1.170 -0.566 0.728
H -3.742 0.526 1.281
H -1.287 0.605 2.077
H -1.532 -0.106 -2.251
H 2.828 0.881 -1.410
H 3.119 1.319 0.423
H 2.632 2.509 -0.964
H -0.418 -1.860 0.664
H 0.783 -2.390 1.753
H 1.214 -2.674 0.034
H 0.631 -0.638 -1.323
*
```

#Q
# C6H10N2O2

A cluster of 2 separate species, C6H10N2O2 in total (ωB97M-V with the def2-TZVPD basis set, the OMol25 dataset).

Output
- frontier orbital gap (eV) = 10.62
- highest occupied orbital energy (eV) = -10.00

```
! wB97M-V def2-TZVPD RIJCOSX def2/J DEFGRID3
* xyz 0 1
C 2.684 0.096 -1.048
C 1.365 -0.757 -0.900
C 0.349 -0.470 0.208
C 1.045 -1.036 1.605
C -1.888 -0.138 -0.252
C 0.003 1.000 0.227
H 2.787 0.976 -1.279
H 2.933 0.384 0.416
H 3.743 -0.246 -1.368
H 0.982 -0.491 -1.717
H 1.888 -1.839 -1.074
H 1.471 -2.064 1.650
H 1.751 -0.391 1.731
H 0.196 -1.245 2.433
H -0.895 -1.942 0.002
H -1.917 1.680 -0.029
N -0.914 -1.077 -0.082
N -1.323 1.109 -0.021
O -3.126 -0.326 -0.466
O 0.797 1.924 0.581
*
```

#R
# C6H10N2O2

An isolated molecule of C6H10N2O2 (ωB97M-V with the def2-TZVPD basis set, the OMol25 dataset).

Output
- SMILES = C=N[C@@]1(O)O[C@@]12CCCN2
- frontier orbital gap (eV) = 10.43
- highest occupied orbital energy (eV) = -9.52

```
! wB97M-V def2-TZVPD RIJCOSX def2/J DEFGRID3
* xyz 0 1
C -2.437 -1.639 -0.295
C -1.437 0.587 -0.337
C 1.743 -0.407 0.838
C 0.742 -0.863 -0.216
C 1.939 1.065 0.579
C 0.086 0.435 -0.312
N -2.419 -0.453 0.175
N 1.180 1.237 -0.728
O -0.641 0.866 0.733
O -2.079 1.520 -1.291
H -2.990 -2.571 0.124
H -1.754 -1.896 -1.082
H 1.329 -0.739 1.789
H 2.690 -1.045 0.747
H 1.291 -1.143 -1.062
H 0.100 -1.740 0.068
H 1.535 1.544 1.408
H 2.973 1.302 0.482
H -2.822 1.687 -0.732
H 0.970 2.253 -0.890
*
```

Energy ordering: #P at the bottom, the next structure 1.748 eV above.